#a
A 2-piece molecular cluster, ClHNO2P overall. Source: the OMol25 dataset; level of theory: the ωB97M-V functional and the def2-TZVPD basis.

Each line ends with the natural charge from an NBO analysis.
Geometry (Å):
O -0.3231 -0.1905 -0.8808  -0.9805
P -1.7439 -0.2357 -0.7584  1.3723
Cl -2.4456 1.0221 0.6861  -0.3356
N 1.2351 0.1321 0.3537  0.0043
O 1.3847 -0.9328 0.9468  -0.3306
H 1.8928 0.2048 -0.3474  0.2702

Output
SMILES = O=PCl.N=O
LUMO energy (alpha / beta) = -0.044 / -0.044 hartree
Highest occupied orbital energy (alpha / beta) = -8.7853 / -8.7842 eV
Frontier orbital gap (alpha / beta) = 7.6 / 7.6 eV


#b
ClHNO2P in the gas phase. Source: the OMol25 dataset; level of theory: the ωB97M-V functional and the def2-TZVPD basis.

Each line ends with the natural charge from an NBO analysis.
Geometry (Å):
N -0.4153 -0.4130 -0.8823  -0.2699
O -0.2665 0.5049 -1.6645  -0.2920
O 0.0444 -0.5474 2.1212  -0.9750
P 0.4455 -0.0271 0.7656  1.4365
Cl 0.2827 1.9303 0.8254  -0.2419
H -0.0907 -1.4477 -1.1654  0.3423

Output
LUMO energy (alpha / beta) = -0.082 / -0.048 hartree
Highest occupied orbital energy (alpha / beta) = -9.9491 / -9.5456 eV
Frontier orbital gap (alpha / beta) = 7.7 / 8.2 eV


On energetic grounds, #b is preferred over the next structure by 0.0115 hartree.


#a
A 2-piece molecular cluster, C2H3Br2FSi overall. Source: the OMol25 dataset; level of theory: the ωB97M-V functional and the def2-TZVPD basis.

Each line ends with the natural charge from an NBO analysis.
Geometry (Å):
C -0.8702 -0.7375 0.4486  -0.3289
C -0.4413 0.3059 -0.2721  -0.7141
F 1.3079 1.4828 -2.2616  -0.6597
Si 0.8108 0.0681 -1.6586  1.3932
Br -0.6718 0.8015 3.8834  -0.0129
Br 2.6682 -1.1799 -1.4778  -0.3419
H -1.6437 -0.4494 1.2204  0.2063
H -0.4302 -1.6679 0.5102  0.2081
H -0.7298 1.3763 -0.3925  0.2500

Output
LUMO energy (alpha / beta) = -0.036 / -0.141 hartree
Highest occupied orbital energy (alpha / beta) = -10.8859 / -7.6567 eV
Frontier orbital gap (alpha / beta) = 9.9 / 3.8 eV


#b
A 2-piece molecular cluster, C2H3Br2FSi overall. Source: the OMol25 dataset; level of theory: the ωB97M-V functional and the def2-TZVPD basis.

Each line ends with the natural charge from an NBO analysis.
Geometry (Å):
C 0.9798 0.1589 1.2052  -0.2421
C -0.2107 -0.2771 0.6076  -0.8250
F -1.2776 -1.6686 -1.7384  -0.6404
Si -0.4026 -0.4584 -1.1733  1.8461
Br -2.3401 2.4203 -0.6820  -0.5963
Br 1.4454 -0.7043 -2.3664  -0.2560
H 0.9764 0.2978 2.2504  0.2044
H 1.9579 0.6621 0.7341  0.2347
H -1.1285 -0.4306 1.1629  0.2746

Output
LUMO energy (alpha / beta) = -0.096 / -0.100 hartree
Highest occupied orbital energy (alpha / beta) = -9.0037 / -8.9531 eV
Frontier orbital gap (alpha / beta) = 6.4 / 6.2 eV


#c
C2H3Br2FSi in the gas phase. Source: the OMol25 dataset; level of theory: the ωB97M-V functional and the def2-TZVPD basis.

Each line ends with the natural charge from an NBO analysis.
Geometry (Å):
C 0.2830 -0.6403 -1.4407  -0.2980
C -0.3799 0.2242 -0.6985  -0.7604
Si -0.2449 0.4272 1.1711  1.6966
F -1.2607 -0.5341 1.9228  -0.6485
Br 2.0635 -0.4291 1.8364  -0.4195
Br -0.4778 2.3423 2.1788  -0.2559
H 0.0571 -0.9125 -2.5007  0.2074
H 0.9443 -1.5335 -1.2028  0.2233
H -0.9846 1.0558 -1.2664  0.2550

Output
SMILES = C=C[Si](F)(Br)Br
LUMO energy = -0.003 hartree
Highest occupied orbital energy = -10.2512 eV
Frontier orbital gap = 10.2 eV


#d
A 2-piece molecular cluster, C2H3Br2FSi overall. Source: the OMol25 dataset; level of theory: the ωB97M-V functional and the def2-TZVPD basis.

Each line ends with the natural charge from an NBO analysis.
Geometry (Å):
C 0.4128 -0.3220 -0.0940  -0.5349
C -0.5688 0.1063 0.6251  -0.0631
F -5.3534 0.0240 -2.1236  -0.6673
Si -4.4564 0.1406 -0.7773  1.2843
Br -5.2484 -1.6047 0.3927  -0.3148
Br -5.2070 2.0556 0.0353  -0.3064
H 1.3277 -0.4243 0.3941  0.2139
H 0.3600 -0.4412 -1.2042  0.2210
H -0.5937 0.4240 1.6387  0.1671

Output
LUMO energy (alpha / beta) = -0.090 / -0.019 hartree
Highest occupied orbital energy (alpha / beta) = -9.4435 / -9.2582 eV
Frontier orbital gap (alpha / beta) = 7.0 / 8.7 eV


On energetic grounds, #c is preferred over the next structure by 0.0978 hartree.


#a
C3H5O3Rb as an isolated structure. Source: the OMol25 dataset; level of theory: the ωB97M-V functional and the def2-TZVPD basis.

Each line ends with the natural charge from an NBO analysis.
Geometry (Å):
H -1.0671 0.3405 -1.5428  0.2170
C -1.3008 0.4498 -0.4743  -0.1802
C -0.3122 1.2846 0.2711  0.1575
O 1.0165 0.9585 0.0883  -0.4837
C 1.3155 -0.2888 -0.2259  0.3862
O 2.5921 -0.4620 -0.0106  -0.7340
H -2.3088 0.8453 -0.3058  0.2112
H -1.1874 -0.4913 1.1958  0.4798
H -0.4531 2.3450 0.4631  0.2049
H 2.7843 -0.9392 0.8051  0.5207
Rb 0.1065 -3.2160 -0.4531  0.9809
O -1.1856 -0.8264 0.1891  -0.7602

Output
<S²> = 0.755
Net charge = +1
Multiplicity = 2
LUMO energy (alpha / beta) = -0.135 / -0.155 hartree
Highest occupied orbital energy (alpha / beta) = -12.3234 / -12.5105 eV
Frontier orbital gap (alpha / beta) = 8.7 / 8.3 eV


#b
C3H5O3Rb as an isolated structure. Source: the OMol25 dataset; level of theory: the ωB97M-V functional and the def2-TZVPD basis.

Each line ends with the natural charge from an NBO analysis.
Geometry (Å):
H 0.2740 -0.8901 -1.5496  0.1997
C 0.8343 -0.6481 -0.6401  -0.1194
C 0.3805 -1.2784 0.6720  -0.1095
O -0.9324 -0.7440 0.8514  -0.4913
C -0.9892 0.5235 0.3901  0.7178
O -2.1625 0.7004 -0.2320  -0.6702
H 1.9211 -0.5986 -0.7693  0.2071
H 0.3365 -2.3679 0.6853  0.2366
H -2.5535 1.5501 0.0040  0.5043
Rb 1.3260 3.5151 -0.5326  0.9922
O 0.4856 0.6812 -0.1799  -0.6711
H 1.0794 -0.4432 1.3007  0.2036

Output
<S²> = 0.752
Net charge = +1
Multiplicity = 2
LUMO energy (alpha / beta) = -0.146 / -0.152 hartree
Highest occupied orbital energy (alpha / beta) = -11.6220 / -13.9798 eV
Frontier orbital gap (alpha / beta) = 7.6 / 9.8 eV


On energetic grounds, #b is preferred over the next structure by 0.0315 hartree.


#a
C5H10NO in the gas phase. Source: the OMol25 dataset; level of theory: the ωB97M-V functional and the def2-TZVPD basis.

Each line ends with the natural charge from an NBO analysis.
Geometry (Å):
O -0.9319 -3.5173 -1.5235  -0.5075
C -0.4433 -2.3750 -1.4853  0.4186
C 0.5834 -1.7914 -0.5410  -0.5389
C -0.0238 -0.9085 0.4397  -0.4392
C 0.5218 0.5540 0.3789  -0.2095
C -0.3702 1.5130 0.6568  -0.1787
N -0.1052 3.0481 0.7825  -1.0385
H -0.7248 -1.8200 -2.3273  0.1240
H 1.2191 -2.5869 0.0552  0.2368
H 1.5406 -1.6032 -1.1309  0.2483
H -1.0420 -0.9246 0.2151  0.2179
H 0.1351 -1.2487 1.4846  0.2331
H 1.5228 0.6284 -0.0570  0.2246
H -1.4723 1.2483 0.9330  0.2260
H -1.0291 3.2589 0.2174  0.2374
H 0.7254 3.2846 0.1374  0.3712
H -0.1055 3.2404 1.7643  0.3745

Output
<S²> = 0.751
Multiplicity = 2
LUMO energy (alpha / beta) = 0.027 / 0.025 hartree
Highest occupied orbital energy (alpha / beta) = -4.0171 / -10.0265 eV
Frontier orbital gap (alpha / beta) = 4.7 / 10.7 eV


#b
C5H10NO in the gas phase. Source: the OMol25 dataset; level of theory: the ωB97M-V functional and the def2-TZVPD basis.

Each line ends with the natural charge from an NBO analysis.
Geometry (Å):
O -0.7583 -1.6829 -0.6558  -0.5705
C -1.5270 -1.3855 0.2298  0.4693
C -1.0647 -0.4405 1.3775  -0.5049
C 0.3663 0.1122 1.3053  -0.4449
C 0.8241 1.1309 0.2925  -0.4413
C 1.5652 0.8139 -0.8816  -0.3023
N 0.5614 0.3630 -1.9880  -0.7585
H -2.3782 -2.0116 0.5669  0.1194
H -1.1575 -1.0572 2.2580  0.2210
H -1.8103 0.3749 1.3212  0.2162
H 0.9900 -0.7886 1.3039  0.2061
H 0.5383 0.6063 2.2789  0.2132
H 0.3757 2.1170 0.4212  0.1608
H 2.5247 1.1127 -1.2725  0.1771
H 0.9212 0.0117 -2.8793  0.3884
H 0.0870 -0.4245 -1.5240  0.4533
H -0.0580 1.1482 -2.1539  0.3975

Output
<S²> = 0.759
Multiplicity = 2
LUMO energy (alpha / beta) = 0.029 / 0.013 hartree
Highest occupied orbital energy (alpha / beta) = -6.1311 / -5.7383 eV
Frontier orbital gap (alpha / beta) = 6.9 / 6.1 eV


On energetic grounds, #b is preferred over the next structure by 0.0333 hartree.


#a
A 2-piece molecular cluster, C2H8N2O overall. Source: the OMol25 dataset; level of theory: the ωB97M-V functional and the def2-TZVPD basis.

Each line ends with the natural charge from an NBO analysis.
Geometry (Å):
N 1.0581 -1.4775 -1.2132  -0.8445
C 0.0257 -0.7046 -0.5273  -0.1631
C -0.3102 0.5444 -0.8246  -0.0097
N -1.1790 1.3515 -0.1233  -0.8209
H 1.8150 -0.8388 -1.4298  0.3486
H 0.7334 -1.8004 -2.1201  0.3522
H -0.3516 -1.2748 0.3055  0.1739
H 0.0944 1.0834 -1.6765  0.1819
H -1.6089 1.0065 0.7142  0.3953
H -1.4912 2.2353 -0.4672  0.3838
O 0.0664 0.0617 2.2733  -0.9448
H 0.6251 -0.7024 2.0949  0.4768
H 0.5227 0.5158 2.9940  0.4705

Output
SMILES = N/C=C/N.O
LUMO energy = 0.036 hartree
Highest occupied orbital energy = -7.5460 eV
Frontier orbital gap = 8.5 eV


#b
A 2-piece molecular cluster, C2H8N2O overall. Source: the OMol25 dataset; level of theory: the ωB97M-V functional and the def2-TZVPD basis.

Each line ends with the natural charge from an NBO analysis.
Geometry (Å):
N -1.7103 -1.8378 -2.4617  -0.8370
C -1.5127 -0.8274 -1.3293  -0.1224
C -0.8069 0.2779 -1.4460  -0.0304
N -0.2579 0.8610 -0.2253  -0.8252
H -0.7278 -1.9824 -2.6625  0.3579
H -2.1692 -1.3473 -3.2208  0.3557
H -1.5375 -1.3657 -0.3920  0.1747
H -0.6356 0.9202 -2.2794  0.1956
H -0.3170 0.1473 0.4859  0.3626
H 0.6733 1.2327 -0.3229  0.3685
O 2.6451 1.2539 4.8263  -0.9267
H 3.5276 0.9191 5.0141  0.4637
H 2.8290 1.7485 4.0137  0.4631

Output
SMILES = N/C=C/N.O
LUMO energy = 0.027 hartree
Highest occupied orbital energy = -8.3962 eV
Frontier orbital gap = 9.1 eV


On energetic grounds, #a is preferred over the next structure by 0.0239 hartree.


#a
A 3-piece molecular cluster, C2H8N2O overall. Source: the OMol25 dataset; level of theory: the ωB97M-V functional and the def2-TZVPD basis.

Each line ends with the natural charge from an NBO analysis.
Geometry (Å):
C -1.4365 2.1949 1.8178  -0.0429
C 0.0590 -0.9081 -0.8220  -0.5803
N 2.4549 -1.0864 -0.6408  -0.2766
N -1.8641 1.0613 2.0404  -0.5805
O 3.0396 -0.2272 -1.3934  -0.4233
H -0.1611 -1.5471 -1.6731  0.1727
H -2.1159 2.9895 1.5923  0.1431
H -0.3512 2.3694 1.7059  0.1562
H -0.3025 -1.1644 0.2053  0.1913
H 0.0512 0.2150 -1.1870  0.1878
H 2.3244 -0.7739 0.3927  0.3645
H -2.8715 1.2144 2.1519  0.3255
H 2.4305 -2.0376 -0.9115  0.3625

Output
LUMO energy (alpha / beta) = 0.022 / 0.021 hartree
Highest occupied orbital energy (alpha / beta) = -8.2490 / -8.6602 eV
Frontier orbital gap (alpha / beta) = 8.9 / 9.2 eV


#b
A 2-piece molecular cluster, C2H8N2O overall. Source: the OMol25 dataset; level of theory: the ωB97M-V functional and the def2-TZVPD basis.

Each line ends with the natural charge from an NBO analysis.
Geometry (Å):
N 0.4314 -1.7565 -0.2066  -0.9179
C 1.1215 -1.5658 -1.3786  0.5361
O 1.5798 -0.4949 -1.7179  -0.5718
H 0.9120 -2.2065 0.5468  0.3960
H -0.1408 -0.9233 -0.0487  0.4261
H 1.2544 -2.3841 -2.0978  0.1078
C -0.2390 1.4789 1.0420  -0.4244
N -1.2898 0.7376 0.2629  -0.8533
H 0.7683 1.3262 0.6785  0.2103
H -0.3978 2.5282 0.8081  0.1793
H -0.3969 1.1913 2.0713  0.1971
H -2.1819 0.9353 0.7023  0.3559
H -1.4212 1.1337 -0.6623  0.3587

Output
SMILES = NC=O.CN
LUMO energy = 0.039 hartree
Highest occupied orbital energy = -9.6443 eV
Frontier orbital gap = 10.7 eV


#c
C2H8N2O as an isolated structure. Source: the OMol25 dataset; level of theory: the ωB97M-V functional and the def2-TZVPD basis.

Each line ends with the natural charge from an NBO analysis.
Geometry (Å):
C 0.4587 0.9038 0.2925  0.0486
C -0.3913 -1.2747 -0.3375  -0.4577
N -0.1281 0.1229 -0.6724  -0.1006
N -1.1955 1.1390 0.3747  -0.7071
O 2.0746 0.0267 -0.6367  -1.0599
H 2.3793 -0.7695 -0.1800  0.4201
H -1.6724 1.7906 -0.2321  0.3972
H -1.7863 0.5879 0.9829  0.3845
H 0.8804 1.8502 -0.0031  0.2318
H 0.7382 0.5201 1.2676  0.1955
H -0.1914 -1.5235 0.7116  0.1794
H 0.2600 -1.8658 -0.9770  0.2593
H -1.4264 -1.5079 -0.5906  0.2091

Output
LUMO energy = 0.015 hartree
Highest occupied orbital energy = -8.0505 eV
Frontier orbital gap = 8.4 eV


On energetic grounds, #b is preferred over the next structure by 0.1735 hartree.